Entry 1:
Density functional theory data (the ωB97M-V functional and the def2-TZVPD basis) for 5 unconnected molecules or ions with the total composition C40H87N5O5.

## Properties
* lowest unoccupied orbital energy: 0.016 Ha
* SMILES: CC1(C)CCCC(C)(C)N1O.CC1(C)CCCC(C)(C)N1O.CC1(C)CCCC(C)(C)N1O.CC1(C)CCCC(C)(C)N1O.COC[C@H](C)N
* total energy: -60568.303 eV
* gap between HOMO and LUMO: 8.23 eV

ORCA input file:
```
! wB97M-V def2-TZVPD RIJCOSX def2/J DEFGRID3
* xyz 0 1
C 0.08497 -6.04428 -1.19278
C -1.02080 -5.24929 -0.52622
C -1.19013 -5.77616 0.89610
C -0.51602 -3.85192 -0.38326
C -0.59092 -3.07260 -1.72608
C -2.04848 -3.04326 -2.24695
C -2.65539 -4.48406 -2.51894
C -4.24537 -4.42237 -2.53780
C -2.14942 -5.13848 -3.77277
N -2.26874 -5.20379 -1.23686
O -2.79596 -6.46758 -1.34016
H 0.19730 -5.67284 -2.21136
H 1.02313 -5.91846 -0.65230
H -0.18259 -7.09935 -1.25055
H -1.90931 -5.31613 1.57378
H -1.50767 -6.81597 0.81826
H -0.19754 -5.89465 1.33066
H -1.10537 -3.24374 0.30296
H 0.52149 -3.93815 -0.06041
H -0.18287 -2.11436 -1.40456
H 0.07979 -3.60702 -2.39886
H -2.01519 -2.45630 -3.16481
H -2.76695 -2.43697 -1.69531
H -4.58662 -4.11175 -3.52531
H -4.53781 -3.80486 -1.68853
H -4.69706 -5.40689 -2.41619
H -2.61059 -6.11022 -3.94919
H -1.06208 -5.21130 -3.79501
H -2.55275 -4.61952 -4.64231
H -3.54375 -6.44280 -0.73867
C -4.08551 3.08619 -1.67667
C -4.74218 2.16181 -2.76373
C -5.95595 1.31715 -2.10067
C -5.31600 3.01917 -3.91134
C -5.62837 2.22147 -5.20548
C -4.38889 1.53228 -5.80214
C -3.82325 0.61249 -4.75965
C -4.76374 -0.67835 -4.88388
C -2.35586 0.31802 -5.26483
N -3.71847 1.24108 -3.39556
O -3.00995 0.51385 -2.55458
H -4.15821 2.78575 -0.63142
H -3.06175 3.45548 -1.73696
H -4.65801 4.00428 -1.54460
H -5.39971 0.78628 -1.32810
H -6.67189 2.03822 -1.70623
H -6.39587 0.57162 -2.76306
H -6.21630 3.55524 -3.61103
H -4.57397 3.75310 -4.22573
H -6.51767 1.60195 -5.08956
H -6.01114 3.00152 -5.86359
H -3.70744 2.24469 -6.26710
H -4.99064 1.02056 -6.55323
H -5.62583 -0.81386 -4.23077
H -4.12106 -1.48619 -4.53397
H -5.06738 -0.95776 -5.89276
H -2.11530 -0.71019 -4.99462
H -1.66935 1.03954 -4.82189
H -2.15848 0.36094 -6.33595
H -3.60655 -0.16151 -2.22360
C 2.20719 2.82754 5.20070
C 0.94653 2.07330 4.55074
C 1.44196 1.13395 3.41685
C 0.23220 1.15096 5.64003
C -0.62164 1.93674 6.69922
C -1.67728 2.72881 6.13057
C -1.09043 3.62312 4.87204
C -2.38446 3.79087 4.06094
C -0.47272 4.94922 5.51367
N -0.07769 2.98199 4.00313
O 0.32654 3.66122 2.84194
H 3.15204 2.29957 5.32960
H 2.45903 3.68058 4.57062
H 2.06083 3.31297 6.16560
H 2.25337 0.57343 3.88109
H 0.64028 0.51155 3.01933
H 2.05642 1.61458 2.65557
H -0.40549 0.43140 5.12653
H 0.99264 0.73704 6.30222
H -0.95084 1.19292 7.42480
H 0.02216 2.59722 7.28007
H -2.07989 3.29409 6.97109
H -2.43702 2.07364 5.70438
H -2.81929 2.92140 3.56794
H -2.19882 4.51635 3.26891
H -3.15912 4.24720 4.67721
H -0.06531 5.55294 4.70272
H 0.24029 4.77905 6.32036
H -1.24705 5.45938 6.08660
H 0.19696 2.98890 2.16903
C 4.51486 -0.92308 0.66345
C 5.39111 0.41576 0.84753
C 4.44637 1.61200 0.61221
C 5.93710 0.48014 2.33037
C 7.22016 -0.41480 2.68945
C 8.28229 -0.15170 1.53291
C 7.82176 -0.31756 0.09507
C 9.08545 0.25302 -0.79242
C 7.70572 -1.73450 -0.24543
N 6.59514 0.55873 -0.10794
O 6.33221 0.57309 -1.42759
H 4.43916 -1.11418 -0.40699
H 4.99334 -1.79184 1.11557
H 3.53985 -0.84152 1.14387
H 3.67290 1.66081 1.37867
H 4.99666 2.55212 0.57410
H 3.97245 1.61730 -0.36935
H 6.21719 1.48279 2.65337
H 5.12201 0.08082 2.93393
H 7.51781 0.01245 3.64703
H 7.08317 -1.49528 2.64566
H 9.17591 -0.68992 1.84892
H 8.70829 0.83992 1.68560
H 9.02720 1.34115 -0.76635
H 9.00339 -0.13703 -1.80693
H 10.05071 -0.03100 -0.37324
H 7.41619 -1.69557 -1.29556
H 6.86916 -2.10260 0.34851
H 8.64162 -2.26854 -0.08112
H 6.72196 1.40771 -1.69795
C -2.03862 0.00233 1.72589
O -0.96691 0.55569 0.94906
C -1.19013 1.52241 -0.06363
C -0.22477 1.20302 -1.17272
C 1.20645 1.66732 -0.82107
N -0.67044 1.82098 -2.38293
H -1.67151 -0.73208 2.44280
H -2.81600 -0.37192 1.05976
H -2.57649 0.63992 2.42751
H -2.21965 1.36363 -0.38451
H -1.25774 2.56649 0.24201
H -0.40781 0.15197 -1.39609
H 1.44532 1.17478 0.12150
H 1.32850 2.73031 -0.61309
H 1.97368 1.32649 -1.51627
H -0.75462 1.10763 -3.09296
H -1.65379 1.99101 -2.22732
*
```



Entry 2:
Density functional theory data (the ωB97M-V functional and the def2-TZVPD basis) for a single C4H11NS molecule.

## Properties
* lowest unoccupied orbital energy: 0.034 Ha
* SMILES: CCNCCS
* total energy: -16650.917 eV
* gap between HOMO and LUMO: 10.01 eV

ORCA input file:
```
! wB97M-V def2-TZVPD RIJCOSX def2/J DEFGRID3
* xyz 0 1
C 0.27549 -0.31294 2.45423
C 0.96681 0.34194 1.25306
N 0.92294 -0.58030 0.09445
C -0.32057 -0.61126 -0.62530
C -0.51317 0.44696 -1.74799
S -1.55415 -0.34776 -3.10358
H 0.91746 -1.01039 2.97930
H -0.54546 -0.91374 2.06298
H -0.16222 0.43086 3.11987
H 0.67746 1.37630 1.01185
H 2.02212 0.53436 1.47959
H 1.64718 -0.21610 -0.53664
H -0.44705 -1.55978 -1.15956
H -1.14796 -0.44769 0.06463
H 0.39765 0.83419 -2.19443
H -1.22412 1.22164 -1.47403
H -1.91241 0.81371 -3.67844
*
```